(1)
{
  "formula": "C23H23B2ClF7N4O10STi",
  "method": "the ωB97M-V functional and the def2-TZVPD basis",
  "homo_lumo_gap_ev": [6.1, 6.8],
  "multiplicity": 3,
  "s2": 2.057,
  "fmax_ev_per_a": 3.72,
  "relative_energy_kj_mol": 158.50,
  "total_charge": -1,
  "species": ["Ti", "C", "C", "N", "O", "B", "F", "F", "O", "N", "C", "C", "C", "N", "O", "B", "F", "F", "O", "N", "C", "C", "C", "H", "H", "H", "H", "H", "H", "H", "H", "H", "H", "H", "H", "O", "C", "C", "C", "C", "C", "C", "C", "O", "O", "H", "H", "H", "H", "H", "F", "C", "F", "F", "S", "O", "O", "O", "Cl", "C", "C", "C", "C", "C", "C", "C", "H", "H", "H", "H", "H", "H"],
  "coordinates": [[0.560, 0.844, -0.305], [-0.017, 1.550, -4.478], [-0.028, 1.533, -2.984], [0.285, 0.494, -2.255], [0.768, -0.600, -2.892], [0.625, -1.944, -2.276], [-0.613, -2.465, -2.692], [1.617, -2.743, -2.750], [0.669, -2.020, -0.796], [0.044, -1.047, -0.080], [-0.456, -1.389, 1.084], [-0.448, -2.791, 1.601], [-0.994, -0.276, 1.804], [-0.926, 0.848, 1.136], [-1.367, 1.953, 1.791], [-1.664, 3.143, 0.959], [-1.819, 4.214, 1.780], [-2.851, 2.904, 0.251], [-0.607, 3.436, -0.045], [-0.466, 2.409, -0.930], [-0.389, 2.684, -2.201], [-0.595, 4.045, -2.784], [-1.624, -0.380, 3.159], [0.342, 0.590, -4.841], [0.629, 2.341, -4.850], [-1.028, 1.722, -4.847], [-0.310, -3.465, 0.758], [-1.374, -3.019, 2.122], [0.393, -2.931, 2.282], [-0.822, 4.737, -1.973], [-1.418, 4.033, -3.499], [0.309, 4.380, -3.290], [-1.195, -1.189, 3.742], [-2.696, -0.553, 3.038], [-1.489, 0.566, 3.679], [4.950, -2.844, -0.947], [4.300, -2.646, 0.200], [4.465, -3.563, 1.243], [3.833, -3.367, 2.451], [3.014, -2.265, 2.655], [2.820, -1.362, 1.628], [3.455, -1.539, 0.402], [3.220, -0.581, -0.721], [3.952, -0.575, -1.709], [2.213, 0.207, -0.574], [4.708, -2.093, -1.549], [5.103, -4.419, 1.082], [3.993, -4.071, 3.255], [2.538, -2.109, 3.612], [2.191, -0.488, 1.773], [3.461, 4.754, 1.658], [2.274, 4.217, 1.322], [1.552, 4.136, 2.441], [1.684, 5.087, 0.501], [2.458, 2.501, 0.528], [3.787, 2.111, 0.867], [2.115, 2.730, -0.853], [1.397, 1.774, 1.245], [-6.120, -2.790, 2.371], [-5.014, -2.028, 1.284], [-4.983, -0.635, 1.197], [-4.127, -0.037, 0.309], [-3.281, -0.807, -0.540], [-2.494, -0.210, -1.502], [-3.311, -2.222, -0.385], [-4.167, -2.816, 0.505], [-5.636, -0.043, 1.823], [-4.086, 1.037, 0.230], [-2.513, 0.859, -1.634], [-1.942, -0.817, -2.193], [-2.655, -2.816, -1.000], [-4.199, -3.890, 0.607]]
}

(2)
{
  "formula": "C23H23BCl2F3N6O3Ti",
  "method": "the ωB97M-V functional and the def2-TZVPD basis",
  "homo_lumo_gap_ev": 7.0,
  "fmax_ev_per_a": 0.52,
  "relative_energy_kj_mol": 70.85,
  "total_charge": 1,
  "species": ["Ti", "C", "C", "N", "N", "C", "B", "N", "C", "C", "C", "N", "N", "C", "C", "C", "N", "H", "H", "H", "H", "H", "H", "H", "H", "H", "H", "C", "C", "C", "O", "C", "O", "O", "H", "H", "H", "H", "H", "H", "H", "F", "C", "F", "F", "C", "C", "C", "C", "C", "C", "C", "C", "H", "H", "H", "H", "Cl", "C", "Cl", "H", "H"],
  "coordinates": [[0.225, -0.654, -0.110], [2.281, 0.656, 3.319], [1.902, 0.840, 2.003], [1.039, -0.127, 1.651], [0.859, -0.940, 2.723], [1.595, -0.480, 3.733], [-0.172, -2.110, 2.690], [0.258, -3.110, 1.595], [0.597, -4.399, 1.701], [0.873, -4.892, 0.436], [0.679, -3.808, -0.408], [0.299, -2.740, 0.295], [-1.517, -1.514, 2.261], [-2.703, -1.475, 2.880], [-3.603, -0.813, 2.064], [-2.864, -0.459, 0.940], [-1.608, -0.892, 1.061], [2.953, 1.263, 3.900], [2.188, 1.595, 1.288], [1.581, -0.982, 4.686], [-0.222, -2.641, 3.756], [0.616, -4.879, 2.665], [1.165, -5.892, 0.171], [0.799, -3.737, -1.477], [-2.824, -1.914, 3.856], [-4.640, -0.610, 2.260], [-3.165, 0.083, 0.059], [5.299, -0.807, -0.080], [3.959, -1.363, -0.530], [4.100, -2.297, -1.729], [3.292, -2.026, 0.549], [3.026, -0.211, -0.915], [3.353, 0.923, -1.075], [1.733, -0.612, -1.090], [5.988, -1.630, 0.119], [5.177, -0.219, 0.828], [5.732, -0.170, -0.849], [4.747, -3.134, -1.459], [4.553, -1.780, -2.575], [3.128, -2.686, -2.028], [3.857, -2.749, 0.844], [-3.933, 7.229, -3.550], [-4.018, 6.906, -2.253], [-5.324, 6.762, -1.962], [-3.572, 7.953, -1.544], [-3.252, 5.651, -1.927], [-2.973, 5.367, -0.596], [-2.300, 4.206, -0.269], [-1.899, 3.325, -1.277], [-2.182, 3.620, -2.611], [-2.861, 4.782, -2.934], [-1.203, 2.122, -0.940], [-0.603, 1.101, -0.655], [-3.279, 6.056, 0.179], [-2.076, 3.974, 0.764], [-1.863, 2.940, -3.389], [-3.080, 5.016, -3.966], [-2.804, -3.216, -1.196], [-2.067, -2.809, -2.733], [-0.883, -1.458, -2.605], [-2.832, -2.467, -3.419], [-1.532, -3.666, -3.123]]
}

(3)
{
  "formula": "C23H23BNO14",
  "method": "the ωB97M-V functional and the def2-TZVPD basis",
  "homo_lumo_gap_ev": 3.5,
  "fmax_ev_per_a": 2.03,
  "relative_energy_kj_mol": 79.58,
  "total_charge": -1,
  "species": ["C", "B", "O", "C", "C", "C", "C", "N", "O", "H", "H", "H", "H", "H", "H", "H", "H", "H", "H", "H", "C", "C", "C", "O", "C", "C", "C", "O", "O", "O", "H", "H", "H", "H", "C", "C", "C", "O", "C", "C", "C", "O", "O", "O", "H", "H", "H", "H", "C", "C", "C", "O", "C", "C", "C", "O", "O", "O", "H", "H", "H", "H"],
  "coordinates": [[-1.183, -2.254, -1.048], [-1.887, -3.314, -2.061], [-1.356, -4.703, -2.085], [-2.484, -5.497, -2.359], [-3.528, -4.878, -1.373], [-5.046, -5.122, -1.652], [-5.646, -3.860, -2.229], [-5.724, -3.646, -3.484], [-3.310, -3.509, -1.594], [-0.096, -2.206, -1.147], [-1.606, -1.242, -1.121], [-1.375, -2.592, -0.014], [-1.864, -2.937, -3.241], [-2.798, -5.276, -3.393], [-2.353, -6.553, -2.087], [-3.229, -5.298, -0.394], [-5.247, -5.981, -2.301], [-5.552, -5.302, -0.694], [-6.043, -3.139, -1.501], [-6.157, -2.730, -3.613], [3.435, 1.804, 0.749], [2.576, 0.808, 1.008], [1.867, 0.073, -0.095], [1.115, -0.830, 0.198], [2.116, 0.490, -1.468], [2.968, 1.484, -1.722], [3.696, 2.200, -0.628], [4.476, 3.090, -0.929], [3.227, 1.908, -2.967], [2.297, 0.406, 2.247], [3.954, 2.342, 1.531], [1.585, -0.035, -2.249], [3.874, 2.631, -2.868], [1.651, -0.323, 2.138], [4.302, 0.809, 7.850], [3.206, 1.334, 8.411], [1.964, 1.612, 7.614], [0.998, 2.074, 8.195], [1.980, 1.319, 6.191], [3.077, 0.795, 5.624], [4.311, 0.493, 6.428], [5.269, 0.001, 5.861], [3.137, 0.513, 4.325], [3.143, 1.644, 9.706], [5.200, 0.603, 8.415], [1.086, 1.539, 5.625], [4.030, 0.147, 4.178], [2.245, 2.002, 9.847], [-1.864, 4.770, -3.859], [-1.166, 4.308, -2.815], [-0.406, 3.014, -2.883], [0.223, 2.663, -1.902], [-0.465, 2.244, -4.115], [-1.167, 2.705, -5.159], [-1.904, 4.011, -5.100], [-2.508, 4.384, -6.091], [-1.255, 2.041, -6.309], [-1.096, 4.959, -1.655], [-2.413, 5.701, -3.823], [0.070, 1.306, -4.146], [-1.816, 2.588, -6.890], [-0.531, 4.408, -1.078]]
}

(4)
{
  "formula": "C23H23BNO5",
  "method": "the ωB97M-V functional and the def2-TZVPD basis",
  "homo_lumo_gap_ev": 3.0,
  "fmax_ev_per_a": 4.59,
  "total_charge": 1,
  "species": ["C", "C", "C", "C", "C", "B", "N", "C", "C", "C", "O", "O", "C", "C", "O", "O", "O", "H", "H", "H", "H", "H", "H", "H", "H", "H", "H", "H", "H", "C", "C", "C", "C", "C", "C", "C", "C", "C", "C", "C", "C", "C", "H", "H", "H", "H", "H", "H", "H", "H", "H", "H", "H"],
  "coordinates": [[-4.113, 1.064, 1.453], [-2.904, 0.343, 1.815], [-2.854, -0.783, 2.659], [-1.526, -1.073, 2.795], [-0.702, 0.130, 2.275], [0.033, 0.449, -2.662], [-0.806, -0.650, -3.177], [-2.102, -1.275, -2.672], [-1.236, 0.437, -4.249], [-1.672, 1.562, -3.338], [-2.516, 2.426, -3.452], [-0.868, 1.478, -2.188], [0.309, -1.634, -3.363], [0.459, -2.433, -2.034], [0.815, -3.614, -2.192], [0.217, -1.721, -0.993], [-1.695, 0.845, 1.537], [-4.936, 0.449, 1.836], [-4.160, 2.053, 1.935], [-4.201, 1.153, 0.362], [-3.672, -1.329, 3.142], [-1.183, -2.098, 3.016], [-2.486, -1.939, -3.466], [-1.919, -1.842, -1.745], [-2.852, -0.498, -2.499], [-0.412, 0.753, -4.927], [-2.050, 0.009, -4.843], [0.219, -2.329, -4.236], [1.212, -0.973, -3.332], [0.443, 0.069, 1.419], [1.387, -1.003, 1.518], [1.333, -1.810, 2.680], [2.484, -2.369, 3.195], [3.685, -2.244, 2.502], [3.694, -1.644, 1.231], [2.541, -1.121, 0.685], [0.880, 1.305, 0.777], [0.886, 2.351, 1.721], [1.594, 3.521, 1.540], [2.171, 3.747, 0.279], [2.133, 2.753, -0.738], [1.459, 1.537, -0.509], [-0.523, 0.729, 3.214], [0.463, -1.785, 3.327], [2.363, -2.834, 4.168], [4.587, -2.624, 2.966], [4.625, -1.558, 0.686], [2.506, -0.734, -0.338], [0.485, 2.151, 2.706], [1.685, 4.169, 2.428], [2.713, 4.687, 0.146], [2.651, 2.969, -1.702], [1.356, 0.779, -1.357]]
}